Molecular formula: C4H12N2O
Method: DFT, the ωB97M-V functional and the def2-TZVPD basis

XYZ file:
```
19
Properties=species:S:1:pos:R:3:forces:R:3
N 0.0134 0.7074 0.5023 -0.291 0.165 0.176
H -3.2592 -2.3573 0.1672 -0.211 -0.096 -0.111
C -2.7945 -1.5755 -0.4311 0.386 0.807 -0.507
H -2.8159 -1.8011 -1.5004 -0.009 -0.344 0.088
H -1.3186 -1.3628 1.1180 -0.193 0.383 -0.084
O 4.8481 2.5862 3.5342 0.700 -0.259 1.128
N 0.2229 1.1043 -2.4365 0.024 -0.396 -0.173
H -3.3343 -0.6247 -0.3661 -0.218 -0.175 0.338
H 0.9523 0.3180 0.7027 0.078 0.056 -0.383
C -0.2204 -0.1427 -1.7991 0.800 0.958 0.253
H -0.7440 -2.2407 -0.2033 -0.108 0.146 -0.377
H 5.3481 1.8203 3.8613 -0.270 -0.219 -0.741
H -0.5111 1.4227 -3.0725 -0.017 0.049 0.123
H 1.0115 0.9014 -3.0411 0.069 0.049 0.070
C -0.6559 -0.1022 -0.4907 0.067 -0.796 -0.063
H -0.4692 0.6165 1.3915 -0.187 0.165 -0.080
C -1.3577 -1.3270 0.0195 0.590 -0.798 0.704
H 4.9487 3.1164 4.3390 -0.422 0.485 -0.382
H 0.1358 -1.0590 -2.2949 -0.789 -0.180 0.023
```
Forces are in eV/Å.

Values from the calculation:
* Kohn-Sham gap (alpha / beta): 2.0 / 5.3 eV
* net charge: -1
* HOMO (alpha / beta): 0.817 / -2.563 eV
* ⟨S²⟩: 0.76
* spin multiplicity: 2

---

Molecular formula: C4H12N2O
Method: DFT, the ωB97M-V functional and the def2-TZVPD basis

XYZ file:
```
19
Properties=species:S:1:pos:R:3:forces:R:3
H 1.8122 -2.0010 0.0115 0.688 0.227 -0.448
H 3.2956 -1.0123 -0.4486 -1.035 -0.113 -0.273
N -2.0708 1.2823 1.7256 0.441 0.722 0.900
H 0.0289 0.1747 -2.2259 -0.529 0.045 -0.088
H -2.1072 -0.6213 0.7511 0.055 0.570 0.136
H -0.3855 -1.1755 -1.1334 -0.080 0.310 -0.244
H -2.0043 0.8897 -0.9913 1.268 -0.464 0.004
H 1.8871 0.6716 -1.1957 -0.268 0.656 0.116
C -0.0634 -0.1080 -1.1799 -2.792 -1.488 -0.045
N -1.1141 0.7326 -0.4865 1.376 0.630 0.657
H 2.1506 -1.7069 -1.6962 0.361 -0.239 -0.419
C 1.3078 -0.0715 -0.6364 2.761 1.924 1.580
H -2.1090 1.1346 2.7670 0.248 -0.225 -1.973
H 0.8307 1.1637 0.8418 0.970 -1.684 -0.185
C -1.4614 0.2967 0.8793 1.014 -3.675 2.249
H -0.5966 -0.1755 1.5957 -1.633 1.364 -2.581
H -2.9668 1.5079 1.3757 -1.103 0.481 0.019
O 1.3244 0.2854 0.7610 -0.491 1.866 -0.263
C 2.2415 -1.2671 -0.7149 -1.252 -0.908 0.858
```
Forces are in eV/Å.

Values from the calculation:
* Kohn-Sham gap: 9.6 eV
* HOMO: -8.569 eV
* SMILES: C[C@H](O)CNCN

---

Molecular formula: C4H12N2O
Method: DFT, the ωB97M-V functional and the def2-TZVPD basis

XYZ file:
```
19
Properties=species:S:1:pos:R:3:forces:R:3
H 0.1918 -1.5488 1.1023 0.013 -0.019 0.008
C -0.2748 1.6059 -0.0624 -0.013 -0.576 -0.080
N -1.8379 -0.7377 -0.9519 -1.034 -0.320 -0.275
H 2.1298 -1.1046 -1.5737 0.010 0.057 0.098
H -2.9079 0.3706 0.4498 0.146 -0.152 -0.192
C 0.0188 -0.4873 1.2565 -0.198 0.151 -0.520
N 0.0675 0.1972 -0.0236 -0.151 -0.943 -1.404
H 2.5294 -1.5154 0.1185 0.004 0.063 -0.054
H 0.8008 -0.0785 1.8969 -0.084 0.024 0.026
H -3.8691 -0.7270 -0.6947 0.133 -0.008 -0.057
H 0.4806 2.1591 0.4956 -0.081 0.008 0.044
C -2.8769 -0.3545 -0.3931 -0.112 0.087 0.198
C 2.5602 -0.7090 -0.6354 -0.025 -0.132 -0.045
H -1.2687 1.7554 0.3652 -0.019 0.186 0.103
H 3.6202 -0.5029 -0.8445 -0.109 -0.013 0.038
H -0.0852 -0.3769 -0.9048 0.328 1.264 1.973
H -0.9686 -0.3559 1.7040 0.004 -0.004 0.219
O 1.9627 0.4667 -0.2100 1.171 0.314 -0.078
H -0.2727 1.9435 -1.0946 0.016 0.014 -0.003
```
Forces are in eV/Å.

Values from the calculation:
* Kohn-Sham gap (alpha / beta): 9.4 / 7.1 eV
* HOMO (alpha / beta): -8.499 / -7.267 eV

---

Molecular formula: C4H12N2O
Method: DFT, the ωB97M-V functional and the def2-TZVPD basis

XYZ file:
```
19
Properties=species:S:1:pos:R:3:forces:R:3
H -0.4366 -2.1212 -0.4420 0.935 0.238 -0.546
C -1.2747 -0.2268 -0.4368 -0.265 -0.156 -0.385
C -0.3797 0.3962 0.5781 -0.093 -1.828 3.202
H 0.2371 -0.3927 1.0316 -0.091 -0.098 -0.448
C 0.6221 1.4683 0.1971 -0.815 -0.159 -1.624
H 2.1952 1.5877 -1.0367 0.321 -0.262 -0.255
N -2.3922 0.5162 -0.7675 0.289 0.562 -1.649
H 0.9347 2.0462 1.0591 0.149 -0.173 0.200
H 1.4228 0.1335 -1.1311 -0.010 0.204 -0.109
H -3.0169 0.9298 -0.1045 0.446 0.178 0.461
O 2.0601 -1.4127 1.9800 0.027 -0.345 0.197
C -0.9501 -1.3944 -1.0601 0.575 0.844 0.424
N 1.7692 0.8477 -0.4963 -0.244 0.305 0.566
H -2.8603 0.2347 -1.6134 -0.192 -0.208 0.164
H 2.1996 -2.3151 2.2963 -0.038 0.202 -0.095
H -0.9403 0.6113 1.5037 -0.195 0.879 -0.414
H 1.7779 -1.5027 1.0633 0.243 0.059 -0.042
H -1.0748 -1.5488 -2.1231 -1.028 -0.572 0.167
H 0.1072 2.1429 -0.4979 -0.012 0.330 0.183
```
Forces are in eV/Å.

Values from the calculation:
* Kohn-Sham gap: 8.7 eV
* HOMO: -7.829 eV
* SMILES: C=C(N)CCN.O

---

Molecular formula: C4H12N2O
Method: DFT, the ωB97M-V functional and the def2-TZVPD basis

XYZ file:
```
19
Properties=species:S:1:pos:R:3:forces:R:3
H -0.4396 0.7077 -0.9210 -0.546 -0.360 -0.615
C -0.6248 1.0800 1.1265 -1.046 -1.135 -1.387
C 1.0691 -0.4830 0.0540 1.674 0.946 -0.825
O 0.1444 2.2449 0.8942 0.310 -0.700 0.117
H -1.8757 -2.9997 -1.0988 2.081 1.882 0.640
H -1.3337 -1.5221 0.7810 -0.519 0.195 0.579
H 0.9325 1.9645 0.3814 -0.088 0.269 0.343
N -1.4407 -1.0726 -0.1178 1.607 0.321 -0.280
H 1.3992 0.5951 -1.5441 0.716 0.666 0.058
H -1.6790 1.3573 1.0227 0.037 0.106 0.363
C -0.4158 0.0398 -0.0658 0.971 -0.768 1.227
H -0.0754 -2.7207 -0.5605 -1.140 0.819 -1.625
N 1.9480 0.6232 -0.6707 0.132 -2.679 -0.752
H -0.4962 0.5856 2.1182 0.311 0.437 -0.500
H 1.4216 -1.4796 -0.3806 -1.168 1.291 0.651
C -0.9805 -2.1755 -1.0165 -2.777 -1.329 -1.366
H -1.0472 -1.7950 -2.1392 1.235 -0.761 2.332
H 2.8866 0.1737 -0.9994 -2.051 1.048 1.110
H 1.3119 -0.4483 1.1181 0.261 -0.248 -0.071
```
Forces are in eV/Å.

Values from the calculation:
* Kohn-Sham gap: 10.4 eV
* HOMO: -9.539 eV
* SMILES: CN[C@H](CN)CO

---

Molecular formula: C4H12N2O
Method: DFT, the ωB97M-V functional and the def2-TZVPD basis

XYZ file:
```
19
Properties=species:S:1:pos:R:3:forces:R:3
H 1.7117 -1.0583 1.7324 -1.143 0.994 -1.277
H 0.6642 0.6857 -1.4408 1.388 0.021 -0.954
H -0.0438 -2.8381 -2.3603 0.105 -0.484 -0.625
H 0.6881 0.2464 1.7866 0.697 0.220 0.520
H 1.0069 -2.4475 -0.1006 0.319 -0.505 -1.257
N 1.3098 -0.2545 1.1589 -1.980 -1.553 -1.104
H -2.2113 1.6417 0.6546 0.189 0.155 0.323
C 0.1308 -0.6276 0.0954 1.884 -2.857 0.813
H -1.2355 2.9439 1.4806 -0.069 -1.369 -0.415
H -0.9502 1.1563 1.8127 -0.026 0.367 -0.155
C 0.6434 -1.7749 -0.9060 0.733 1.798 1.303
H 0.6418 2.3686 -0.0651 -2.200 -0.870 0.570
C -1.2105 1.8994 1.0352 0.520 1.266 -0.642
H -0.7831 -1.1620 0.5425 1.121 1.358 -0.129
C -0.1052 0.5450 -0.7461 -1.943 2.915 0.837
O -0.4658 -2.3477 -1.6668 1.380 1.297 1.294
H 1.5253 -1.2538 -1.5316 -1.965 -1.687 1.054
H -0.9863 0.3528 -1.3181 -0.756 -0.363 -0.586
N -0.3303 1.9248 -0.1632 1.744 -0.702 0.431
```
Forces are in eV/Å.

Values from the calculation:
* Kohn-Sham gap: 9.7 eV
* HOMO: -8.678 eV
* SMILES: CNC[C@H](N)CO

---

Molecular formula: C4H12N2O
Method: DFT, the ωB97M-V functional and the def2-TZVPD basis

XYZ file:
```
19
Properties=species:S:1:pos:R:3:forces:R:3
H -2.1216 0.3920 1.1222 0.077 -0.433 0.463
O 1.8711 0.1364 0.6270 -0.949 0.270 -0.537
H -2.4372 1.9787 -0.4801 0.051 -0.078 -0.014
C 1.0974 0.4987 -1.6127 -0.125 0.673 -0.202
C -0.4165 -0.5970 0.2099 -2.112 -0.934 -0.067
H 1.9177 -0.6060 1.2292 0.328 -0.081 0.450
H 1.4366 -1.3349 -0.5894 -0.860 -0.379 -0.517
N -1.8349 1.1941 -0.6941 -0.840 -0.005 0.208
H -0.6949 1.4241 1.0907 0.349 -0.228 0.217
H 0.3943 0.3220 -2.4284 -0.088 -0.429 0.168
C -1.2350 0.6398 0.5543 0.118 1.423 -1.384
N -0.4172 -1.6329 1.2649 1.502 0.787 -0.343
H -1.1098 -1.0582 -0.5106 0.670 0.063 -0.543
H -1.3267 -2.0336 1.3100 -0.547 -0.255 0.379
H -1.2966 1.4432 -1.5097 0.615 -0.136 0.486
H 2.0982 0.3657 -2.0168 0.065 -0.003 0.039
H 0.9911 1.5623 -1.3735 0.060 -0.123 0.244
H -0.1409 -1.2479 2.1570 -0.235 -0.055 0.220
C 0.9378 -0.3817 -0.3961 1.922 -0.079 0.734
```
Forces are in eV/Å.

Values from the calculation:
* Kohn-Sham gap: 10.0 eV
* HOMO: -9.037 eV
* SMILES: C[C@@H](O)[C@@H](N)CN

---

Molecular formula: C4H12N2O
Method: DFT, the ωB97M-V functional and the def2-TZVPD basis

XYZ file:
```
19
Properties=species:S:1:pos:R:3:forces:R:3
H -1.4599 -5.5873 2.4567 -0.310 0.122 -0.072
N -0.6551 -1.7484 -0.0667 -0.093 -0.190 -0.263
H -0.8743 -2.3188 -0.8753 -0.076 0.086 -0.011
H 1.5317 1.4697 -2.0635 -0.169 -0.363 -0.350
C 0.4093 -0.8225 -0.3486 -0.294 -0.281 0.985
H -2.4622 -4.5573 1.9005 0.054 0.008 0.015
N -0.2503 2.9924 0.2187 -0.919 0.160 -0.450
C 1.2602 1.3910 -1.0158 0.161 1.339 0.443
H -0.8549 0.7089 -0.9410 -0.215 0.147 0.087
C 0.1627 0.4257 -0.7335 0.664 -0.829 -0.525
H 1.4126 -1.1879 -0.0972 -0.112 0.406 -0.208
C 0.9284 2.8678 -0.5906 0.468 -0.084 -0.024
H -0.3689 2.4386 1.0445 0.311 -0.018 0.127
O -2.4031 -5.4213 2.3187 0.245 -0.119 0.056
H 2.1849 1.1179 -0.5157 0.014 -0.402 0.187
H -0.7405 3.8732 0.2373 0.328 -0.153 0.055
H 1.8060 3.3151 -0.1009 0.117 -0.215 -0.068
H 0.8163 3.4367 -1.5178 -0.384 0.115 0.210
H -0.4427 -2.3934 0.6899 0.209 0.271 -0.194
```
Forces are in eV/Å.

Values from the calculation:
* Kohn-Sham gap: 9.2 eV
* HOMO: -8.611 eV
* SMILES: N/C=C/CCN.O

---

Molecular formula: C4H12N2O
Method: DFT, the ωB97M-V functional and the def2-TZVPD basis

XYZ file:
```
19
Properties=species:S:1:pos:R:3:forces:R:3
H 1.0884 -0.1792 1.8125 -1.246 0.031 0.136
H -1.1063 -1.2775 1.4625 0.246 0.290 -0.921
O 1.9098 0.1975 1.5497 2.470 0.021 -0.797
H -0.3360 -1.9166 -2.2369 -0.541 0.679 0.403
C 1.7057 1.4949 0.9418 -0.855 -3.416 -0.072
H -1.4844 -2.5594 -1.1390 -0.325 -0.713 0.543
H 0.3476 -2.3112 -0.7402 -2.100 0.796 0.164
N 0.3418 1.3890 0.4250 -1.332 1.158 0.366
H 0.8686 0.0942 -1.0998 -0.373 0.739 -0.881
H -1.7321 0.2238 1.2225 0.177 0.167 -0.057
H -1.9979 -0.1564 -1.0226 -1.149 0.038 -1.623
H -0.5804 1.4375 -1.4763 1.726 -2.146 0.745
C -0.0740 0.5935 -0.7927 1.833 2.380 -0.371
C -1.0840 -0.5137 -0.6557 0.022 -1.122 3.943
C -0.6556 -1.8875 -1.1670 2.365 0.042 -1.161
H 2.3823 1.6130 0.0870 0.540 -0.070 0.477
H 0.0219 2.3089 0.2307 -0.411 0.835 0.248
H 1.9487 2.1136 1.8178 -0.955 1.103 -0.993
N -1.5642 -0.6645 0.7807 -0.092 -0.811 -0.151
```
Forces are in eV/Å.

Values from the calculation:
* Kohn-Sham gap: 9.8 eV
* HOMO: -8.881 eV
* SMILES: C[C@@H](N)CNCO

---

Molecular formula: C4H12N2O
Method: DFT, the ωB97M-V functional and the def2-TZVPD basis

XYZ file:
```
19
Properties=species:S:1:pos:R:3:forces:R:3
C 0.2570 -1.6080 0.3459 -1.603 1.728 0.155
H -0.7122 -0.0272 2.1310 0.696 2.527 -3.165
H 1.3031 0.3434 0.4700 -0.854 -0.981 -1.073
C -0.1893 0.2340 -1.1984 2.650 2.437 1.483
H 0.5243 -0.1873 -1.8967 0.146 -0.029 -0.135
O -1.4076 2.3840 -0.7644 -0.038 0.446 -0.123
C -0.3022 1.7164 -1.3787 0.855 1.869 0.556
H -1.9204 1.8133 -0.2115 -0.066 -0.741 0.738
H -0.4937 2.1008 -2.3789 1.222 -0.538 -0.524
H -0.1528 1.5424 1.5629 -0.267 -1.233 -0.616
H 0.6557 2.1050 -0.8840 -1.005 0.175 -1.104
H 0.2094 -2.0302 -0.6721 0.747 0.027 0.344
N 1.3145 -1.9490 1.2347 -0.872 -1.404 2.297
H -0.7533 -1.8984 0.7458 0.872 0.122 0.058
H 2.1146 -2.4090 0.9006 1.126 -0.278 -1.284
H -1.1119 -0.1078 -1.3760 -3.603 -2.096 -0.621
N -0.5432 0.6480 1.1955 -2.499 -1.451 5.330
H 0.9640 -2.6263 1.9102 0.113 0.266 0.107
C 0.2442 -0.0440 0.2643 2.380 -0.846 -2.425
```
Forces are in eV/Å.

Values from the calculation:
* Kohn-Sham gap: 9.7 eV
* HOMO: -8.815 eV
* SMILES: NC[C@H](N)CCO

---

Molecular formula: C4H12N2O
Method: DFT, the ωB97M-V functional and the def2-TZVPD basis

XYZ file:
```
19
Properties=species:S:1:pos:R:3:forces:R:3
H 0.7246 -1.2898 -0.9231 -0.067 0.017 0.155
H -2.4414 1.1291 -1.7981 0.102 0.007 -0.026
C 0.9513 -0.3741 -0.3984 -2.527 1.861 -1.164
H 0.7359 0.8467 1.3356 -0.064 0.013 -0.061
H -0.0509 0.6626 -2.1909 -0.149 0.143 -0.083
O -0.0300 2.2272 -0.9427 -0.085 0.086 0.221
C 0.3990 -0.0633 0.8546 0.710 -1.326 0.794
H 3.0786 -1.1509 1.0271 -0.077 -0.081 0.179
H -2.2651 0.9012 -0.0683 0.091 -0.144 0.054
H 2.0773 -2.4564 1.1825 0.030 0.170 0.242
H -0.8912 -0.4119 2.3724 0.127 0.054 -0.036
N -0.6732 -0.6669 1.4231 0.576 0.026 -0.267
N 2.1052 -1.4369 1.1185 0.142 0.047 0.272
C -0.3942 0.8938 -1.1836 1.083 -0.969 -0.224
H -0.7535 -1.6605 1.2588 -0.075 0.087 -0.145
H 1.7915 0.2094 -0.7335 0.179 -0.174 0.178
C -1.8640 0.5931 -1.0367 -0.032 0.170 -0.080
H -0.4434 2.5197 -0.1216 0.023 0.009 -0.120
H -2.0564 -0.4720 -1.1758 0.015 0.004 0.111
```
Forces are in eV/Å.

Values from the calculation:
* Kohn-Sham gap: 7.0 eV
* HOMO: -6.347 eV

---

Molecular formula: C4H12N2O
Method: DFT, the ωB97M-V functional and the def2-TZVPD basis

XYZ file:
```
19
Properties=species:S:1:pos:R:3:forces:R:3
H 2.7013 -3.0127 -0.1928 0.560 1.033 0.077
H -2.3345 -2.2289 -0.6621 0.638 1.321 0.116
H 1.1815 0.5062 1.0424 -0.811 0.686 -0.387
C 0.6451 1.3051 0.4445 0.027 -1.483 -0.014
H 2.3850 1.5062 -0.6284 -0.392 0.250 0.040
H -2.3264 -0.6244 -1.5244 -0.265 0.555 -0.863
H 2.8007 -1.9610 0.8952 0.063 0.135 -0.064
C -0.3774 0.5758 -0.5394 2.006 -0.683 1.777
N -0.9779 -0.6771 0.1154 1.658 2.370 -0.190
C -2.3066 -0.3955 0.6506 -0.446 0.775 -0.438
H -1.1077 1.3268 -0.8132 -0.490 -0.133 -0.409
N 1.5989 2.0879 -0.3269 0.257 -0.380 -0.581
H -2.6333 -0.8500 1.5524 0.143 -0.900 0.549
H 0.1734 2.0119 1.1352 -0.302 -0.426 -0.055
C -2.0906 -1.1224 -0.6222 -1.770 -2.465 0.190
O 3.1396 -2.1517 0.0122 -0.658 -1.118 -0.024
H 1.9822 2.8115 0.2490 0.234 0.376 0.177
H 0.2725 0.2831 -1.3994 -0.871 0.005 0.461
H -2.7256 0.6094 0.6119 0.420 0.081 -0.363
```
Forces are in eV/Å.

Values from the calculation:
* Kohn-Sham gap: 10.2 eV
* HOMO: -9.229 eV
* SMILES: NCCN1CC1.O

---

Respective ΔE to the lowest compared entry with this formula, charge and spin values: 1.957; 2.604; 6.601; 2.517; 3.075; 3.079; 1.547; 2.095; 3.088; 2.773; 5.736; 2.789 eV.
Respective strongest force on any atom values: 1.35; 4.43; 2.37; 3.69; 3.37; 3.60; 2.31; 1.42; 4.10; 6.06; 3.35; 3.04 eV/A.
Respective E_tot values: -9367.342; -9368.590; -9364.593; -9368.676; -9368.119; -9368.115; -9369.647; -9369.099; -9368.106; -9368.420; -9365.457; -9368.405 eV.